{
  "formula": "C4H8O2",
  "method": "ωB97M-V with the def2-TZVPD basis set",
  "homo_energy_ev": -10.14,
  "homo_lumo_gap_ev": 10.80,
  "smiles": "C[C@@H]1CO1.C=O",
  "symbols": ["C", "C", "C", "O", "H", "H", "H", "H", "H", "H", "C", "O", "H", "H"],
  "positions_angstrom": [[-1.157, -0.907, 1.011], [0.159, -0.178, 1.083], [1.002, 0.108, -0.081], [1.359, -0.895, 0.850], [-1.250, -1.463, 0.073], [-1.991, -0.196, 1.089], [-1.244, -1.610, 1.844], [0.285, 0.490, 1.935], [1.587, 1.030, -0.160], [0.825, -0.468, -0.980], [-0.355, 0.094, -2.026], [-0.306, -1.073, -2.352], [0.365, 0.864, -2.380], [-1.132, 0.507, -1.356]],
  "atomic_forces_ev_per_a": [[0.1, -0.1, 0.0], [-0.2, 0.0, 0.2], [0.7, -0.4, 0.2], [0.5, -0.2, 1.1], [0.0, 0.0, 0.2], [0.2, -0.1, 0.0], [0.0, 0.1, -0.1], [-0.2, 0.1, -0.2], [0.1, -0.3, 0.2], [0.7, 0.9, 0.8], [-0.8, -0.3, -1.1], [-0.8, 0.7, -0.7], [-0.2, -0.3, -0.2], [-0.1, -0.2, -0.2]]
}

---

{
  "formula": "C37H94F2N5O21S2",
  "method": "ωB97M-V with the def2-TZVPD basis set",
  "s_squared": 0.751,
  "spin_multiplicity": 2,
  "homo_energy_ev": [0.83, -3.86],
  "homo_lumo_gap_ev": [2.87, 7.55],
  "charge": -2,
  "symbols": ["N", "S", "O", "O", "F", "S", "O", "O", "F", "C", "O", "C", "C", "N", "C", "C", "O", "C", "H", "H", "H", "H", "H", "H", "H", "H", "H", "H", "H", "H", "H", "H", "H", "C", "O", "C", "C", "N", "C", "C", "O", "C", "H", "H", "H", "H", "H", "H", "H", "H", "H", "H", "H", "H", "H", "H", "H", "C", "O", "C", "C", "N", "C", "C", "O", "C", "H", "H", "H", "H", "H", "H", "H", "H", "H", "H", "H", "H", "H", "H", "H", "C", "C", "C", "C", "C", "C", "N", "O", "C", "C", "C", "H", "H", "H", "H", "H", "H", "H", "H", "H", "H", "H", "H", "H", "H", "H", "H", "H", "H", "H", "C", "C", "O", "O", "H", "H", "H", "H", "H", "H", "C", "C", "O", "O", "H", "H", "H", "H", "H", "H", "C", "C", "O", "O", "H", "H", "H", "H", "H", "H", "C", "C", "O", "O", "H", "H", "H", "H", "H", "H", "C", "C", "O", "O", "H", "H", "H", "H", "H", "H"],
  "positions_angstrom": [[19.366, 18.566, -5.609], [18.716, 19.291, -4.442], [19.414, 19.215, -3.139], [17.267, 19.587, -4.394], [19.203, 20.681, -5.072], [18.850, 17.063, -5.076], [17.432, 16.822, -5.186], [19.597, 16.471, -3.930], [19.435, 16.205, -6.267], [17.214, 17.488, -1.060], [16.442, 18.683, -1.086], [15.152, 18.623, -1.507], [14.369, 20.000, -1.602], [14.572, 20.765, -0.377], [14.040, 22.118, -0.363], [12.518, 22.073, -0.082], [12.298, 21.631, 1.261], [10.928, 21.687, 1.716], [18.265, 17.707, -0.874], [17.070, 16.961, -2.004], [16.824, 16.798, -0.311], [14.647, 17.836, -0.946], [15.071, 18.285, -2.541], [13.307, 19.889, -1.823], [14.847, 20.545, -2.416], [14.194, 20.221, 0.386], [14.261, 22.519, -1.352], [14.519, 22.796, 0.343], [11.926, 21.440, -0.743], [12.107, 23.056, -0.312], [10.723, 22.734, 1.937], [10.711, 21.082, 2.596], [10.192, 21.272, 1.027], [16.227, 24.716, -5.894], [17.511, 24.524, -6.300], [17.912, 23.213, -6.738], [19.396, 23.216, -7.049], [19.699, 24.167, -8.136], [21.187, 24.332, -8.215], [21.636, 25.106, -9.470], [21.625, 26.526, -9.004], [21.857, 27.359, -10.065], [15.882, 25.741, -5.758], [16.176, 24.207, -4.931], [15.531, 24.384, -6.664], [17.448, 23.049, -7.711], [17.653, 22.450, -6.003], [19.716, 22.196, -7.261], [19.977, 23.517, -6.177], [19.186, 25.010, -7.921], [21.620, 23.352, -8.417], [21.627, 24.835, -7.354], [20.884, 24.994, -10.250], [22.615, 24.862, -9.884], [22.822, 27.157, -10.530], [21.886, 28.367, -9.651], [21.098, 27.287, -10.844], [18.845, 23.994, -3.198], [19.016, 23.512, -1.889], [20.447, 23.420, -1.517], [20.644, 23.271, 0.033], [20.389, 21.920, 0.545], [20.600, 21.646, 2.029], [20.550, 20.155, 2.301], [19.186, 19.786, 2.059], [18.966, 18.418, 2.248], [17.778, 24.107, -3.386], [19.056, 23.140, -3.842], [19.412, 24.883, -3.474], [20.895, 24.357, -1.849], [20.965, 22.709, -2.160], [20.072, 24.039, 0.554], [21.706, 23.486, 0.149], [20.991, 21.336, -0.019], [19.875, 22.089, 2.711], [21.540, 22.110, 2.328], [20.791, 19.977, 3.349], [21.276, 19.559, 1.749], [19.532, 17.763, 1.586], [17.948, 18.133, 1.981], [19.117, 18.076, 3.272], [17.446, 12.265, -5.517], [18.761, 11.695, -6.037], [19.782, 12.868, -6.135], [20.388, 13.309, -4.759], [21.018, 12.140, -4.063], [19.980, 11.028, -3.790], [19.240, 10.711, -5.047], [18.602, 9.428, -5.044], [20.812, 9.815, -3.408], [19.100, 11.382, -2.568], [18.528, 11.136, -7.486], [17.521, 12.742, -4.540], [16.678, 11.499, -5.412], [16.960, 13.012, -6.146], [20.531, 12.562, -6.866], [19.233, 13.755, -6.451], [19.667, 13.691, -4.037], [21.058, 14.154, -4.915], [21.509, 12.540, -3.175], [21.873, 11.741, -4.608], [21.486, 10.046, -2.583], [20.153, 9.063, -2.975], [21.304, 9.270, -4.214], [18.593, 12.333, -2.733], [18.328, 10.635, -2.382], [19.583, 11.328, -1.592], [17.933, 10.225, -7.431], [19.478, 10.757, -7.863], [17.936, 11.751, -8.164], [19.128, 8.939, -5.681], [15.050, 20.569, -6.823], [14.519, 19.605, -5.717], [13.239, 19.055, -6.052], [15.190, 19.898, -8.053], [15.966, 21.058, -6.491], [14.280, 21.333, -6.935], [14.531, 20.018, -4.709], [15.235, 18.785, -5.782], [13.283, 18.540, -6.860], [15.918, 19.296, -7.884], [22.530, 19.668, -6.641], [21.785, 19.078, -7.809], [20.474, 19.536, -7.813], [22.040, 19.414, -5.336], [22.515, 20.733, -6.874], [23.542, 19.281, -6.517], [21.672, 18.008, -7.633], [22.337, 19.270, -8.729], [19.903, 19.226, -7.106], [21.084, 19.335, -5.358], [22.613, 19.212, -1.477], [21.777, 17.983, -1.090], [22.342, 16.907, -0.325], [22.716, 20.056, -0.333], [22.066, 19.564, -2.351], [23.631, 18.835, -1.578], [21.433, 17.536, -2.022], [20.831, 18.344, -0.686], [22.820, 17.278, 0.420], [23.201, 19.604, 0.362], [23.763, 15.039, -3.458], [23.138, 16.200, -4.245], [23.777, 17.411, -3.950], [25.107, 14.858, -3.863], [23.267, 14.082, -3.620], [23.650, 15.222, -2.390], [22.137, 16.238, -3.815], [23.081, 16.040, -5.322], [23.155, 18.045, -4.314], [25.391, 14.075, -3.386], [16.863, 17.501, -9.768], [17.680, 17.337, -8.470], [17.540, 18.510, -7.772], [15.423, 17.412, -9.542], [17.158, 16.745, -10.495], [17.020, 18.478, -10.225], [18.718, 17.225, -8.785], [17.390, 16.456, -7.897], [18.122, 18.617, -7.016], [15.152, 18.267, -9.200]],
  "atomic_forces_ev_per_a": [[1.6, -3.4, -4.3], [-3.8, -0.5, 6.4], [0.2, 1.3, -1.3], [1.1, 0.3, -0.6], [0.7, 2.0, -0.1], [-0.2, 1.6, 5.4], [-0.4, -1.1, -1.2], [-0.3, 0.1, -2.0], [0.7, -0.5, -1.4], [-1.3, 0.1, -0.7], [1.8, 1.3, 0.9], [-1.8, -0.2, -1.4], [1.9, -0.3, 1.2], [0.5, 0.1, 0.4], [-1.1, -1.4, -0.4], [-0.1, 0.6, -0.2], [-0.8, -0.3, 0.5], [0.7, 0.3, -0.5], [-0.3, 0.3, -0.2], [0.5, 0.0, -0.3], [-0.1, -0.1, 0.6], [-0.8, 0.1, 0.6], [0.3, -0.4, -0.5], [-0.2, -0.6, -0.3], [0.0, 0.1, -0.1], [0.1, 0.1, 0.3], [-0.4, 0.2, -0.1], [0.1, -0.3, 0.3], [0.4, -0.5, -0.3], [-0.2, 0.6, 0.7], [-0.5, 0.0, 0.0], [1.0, 0.1, 0.3], [0.2, 0.3, -0.8], [-1.2, -0.8, 0.3], [2.6, 1.0, -0.8], [0.0, 0.7, -0.4], [0.0, 0.6, 0.5], [1.2, -0.9, -0.1], [-0.8, 0.0, -1.9], [-1.3, 1.8, 1.9], [-0.1, -2.3, -0.4], [0.4, 1.0, -0.2], [1.0, 0.5, 0.1], [-1.1, -0.2, 0.1], [-0.4, -0.8, 0.2], [-0.6, -0.4, 0.0], [0.0, -0.1, 0.0], [-0.1, 0.0, -0.4], [-0.1, 0.0, 0.5], [0.4, 0.4, 0.0], [-0.2, -0.4, 0.8], [0.1, -0.3, 0.2], [-0.1, 0.0, -0.1], [0.2, -0.1, 0.3], [0.3, 0.0, -0.2], [-0.1, 0.2, -0.3], [-0.3, 0.1, -0.1], [-0.6, -1.7, -0.3], [1.7, 0.5, 1.3], [-1.9, 0.6, 0.2], [0.2, -0.7, -0.9], [-0.8, 0.4, 1.0], [0.6, 0.5, -2.1], [-0.9, 0.4, 0.1], [0.8, -0.4, 0.1], [-0.6, -0.8, -0.4], [-0.1, 0.6, 0.4], [0.6, 0.2, -0.7], [0.1, 0.1, 0.2], [0.1, 0.5, 0.4], [-0.2, -0.8, 0.4], [-0.2, -0.1, 0.0], [0.5, 0.5, 0.3], [0.0, -0.6, 0.4], [-0.6, 0.3, -0.6], [0.6, -0.3, 0.3], [0.0, 0.0, 0.5], [-0.2, 0.0, -0.6], [0.7, 0.2, -0.1], [-0.3, 0.6, 0.1], [0.3, 0.2, 0.4], [-1.2, 0.2, 0.1], [-1.0, 1.2, 0.3], [-0.5, 0.1, 1.5], [-0.2, -0.4, -0.9], [0.3, 0.3, -0.3], [0.7, -0.3, 0.0], [1.7, -0.2, -0.6], [-0.2, 1.0, 0.2], [-0.8, -1.3, 0.8], [-0.8, -0.3, -0.3], [0.2, -1.4, 1.5], [0.3, 0.0, 0.0], [0.1, -0.4, 0.1], [0.4, 0.2, -0.4], [0.4, 0.3, 0.2], [0.1, -0.2, -0.6], [-0.5, 0.3, -0.5], [0.2, -0.1, -0.1], [-0.4, -0.4, 0.7], [-0.1, -0.3, -0.5], [0.3, 0.2, -0.3], [-0.2, -0.2, 0.0], [0.3, 0.6, -0.2], [0.1, 0.0, 0.4], [-0.3, -0.2, -0.7], [0.8, 0.6, -0.2], [-0.3, -0.2, 0.3], [0.2, 0.5, -0.5], [0.6, 0.6, 0.2], [0.1, -0.2, 0.0], [-1.5, 0.3, 1.4], [1.2, -0.8, -1.9], [-0.7, 0.7, 0.6], [-0.5, 0.3, 0.0], [0.2, -0.2, 0.0], [0.0, 0.3, -0.3], [-0.3, 0.0, -0.2], [0.2, -0.1, 0.7], [0.5, 0.1, 0.0], [1.1, -0.4, 0.0], [0.7, 0.2, 0.4], [-0.8, -1.7, 2.0], [0.1, 2.2, -2.7], [0.4, -0.1, -0.1], [0.3, 0.5, 0.4], [0.4, 0.3, -0.9], [0.7, -0.6, -0.3], [-0.3, 0.2, -0.2], [0.2, -0.8, 1.1], [-0.6, -0.2, 0.1], [0.4, -3.0, 1.9], [-1.0, -0.2, -1.4], [0.3, 0.7, 0.0], [-0.5, 1.6, 0.0], [0.5, 1.0, 0.2], [0.0, 0.1, -1.4], [0.2, -0.3, -0.1], [0.0, 0.1, 0.6], [0.0, 0.0, 0.2], [0.1, -0.1, -0.2], [-0.3, 0.4, -0.8], [-0.4, -1.2, 1.4], [0.5, 0.0, 0.0], [0.6, -0.2, 0.3], [-0.7, 0.1, -0.4], [0.3, 0.4, 0.2], [-0.5, 0.0, -0.5], [0.1, -0.3, -0.1], [-0.1, 1.0, -0.1], [0.4, 0.0, -0.1], [-0.9, -0.2, 0.8], [0.1, -0.2, -1.7], [-1.2, 1.4, 0.0], [1.0, -0.5, -0.4], [-0.3, -0.2, 0.0], [0.5, 0.1, 0.1], [0.4, -0.2, 0.0], [-0.2, -0.1, 0.0], [0.3, -0.3, 0.6], [-0.2, 0.2, 0.1]]
}

---

Number 1: total energy -8369.32587 eV. Number 2: total energy -117435.47370 eV.